{"formula": "C15H22N2O4", "method": "ωB97M-V/def2-TZVPD", "smiles": "CC[C@H](C)[C@H](NC(=O)[C@@H](N)Cc1ccc(O)cc1)C(=O)O", "de_lowest_kcal_mol": 25.86, "homo_lumo_gap_ha": 0.336, "elements": ["C", "C", "C", "C", "C", "C", "C", "C", "C", "C", "C", "C", "C", "C", "C", "H", "H", "H", "H", "H", "H", "H", "H", "H", "H", "H", "H", "H", "H", "H", "H", "H", "H", "H", "H", "H", "H", "N", "N", "O", "O", "O", "O"], "xyz": [[-1.024, 0.182, 0.813], [0.317, 0.929, 0.807], [-0.852, -1.099, 1.656], [-2.170, -1.868, 1.778], [-3.056, -1.757, 2.907], [-2.369, -2.974, 0.927], [-4.188, -2.565, 3.023], [-3.467, -3.820, 1.057], [-4.409, -3.585, 2.071], [1.767, 2.431, -0.434], [1.579, 3.847, -0.911], [2.902, 1.773, -1.219], [3.419, 0.528, -0.496], [2.546, 1.553, -2.691], [3.708, 1.039, -3.508], [-1.040, -0.813, -0.994], [-2.470, -0.260, -0.440], [-1.720, 0.845, 1.332], [-0.065, -1.715, 1.175], [-0.560, -0.839, 2.674], [-2.870, -0.988, 3.612], [-1.546, -3.202, 0.249], [-4.943, -2.444, 3.793], [-3.498, -4.662, 0.345], [-5.594, -4.900, 1.416], [-0.133, 1.519, -1.100], [2.098, 2.564, 0.571], [3.707, 2.539, -1.305], [2.603, -0.218, -0.434], [4.254, 0.138, -1.127], [3.805, 0.716, 0.465], [1.682, 0.908, -2.841], [2.170, 2.517, -3.114], [3.880, -0.024, -3.341], [3.476, 1.128, -4.568], [4.689, 1.479, -3.223], [-0.074, 3.835, 0.079], [-1.490, 0.001, -0.564], [0.564, 1.647, -0.337], [1.129, 0.870, 1.729], [-5.584, -4.233, 2.133], [2.385, 4.520, -1.540], [0.444, 4.457, -0.427]], "lowdin_charge": [-0.2994, -0.4284, -0.1091, -0.2176, -0.0166, -0.0634, -0.0052, -0.0277, -0.3369, -0.2270, -0.4191, -0.3295, -0.0405, -0.2376, -0.1133, 0.0935, 0.0868, 0.1559, 0.1310, 0.1186, 0.0976, 0.1090, 0.1168, 0.1179, 0.1223, 0.1500, 0.1531, 0.1503, 0.0887, 0.0832, 0.0641, 0.1054, 0.1201, 0.0642, 0.0720, 0.0935, 0.0891, 0.0513, 0.1070, 0.0582, 0.0539, 0.1076, 0.1104]}



{"formula": "C15H22N2O4", "method": "ωB97M-V/def2-TZVPD", "smiles": "O=C([C@H](CO)NC(=O)[C@H]1C[C@@]2(C1)C[C@]21CC1)N1CCCO1", "de_lowest_kcal_mol": 123.35, "homo_lumo_gap_ha": 0.364, "elements": ["O", "C", "N", "C", "C", "O", "C", "O", "N", "C", "C", "C", "O", "C", "C", "C", "C", "C", "C", "C", "C", "H", "H", "H", "H", "H", "H", "H", "H", "H", "H", "H", "H", "H", "H", "H", "H", "H", "H", "H", "H", "H", "H"], "xyz": [[-0.198, 1.887, 0.864], [-0.699, 0.917, 0.318], [0.043, 0.022, -0.383], [1.480, 0.154, -0.501], [2.144, -0.432, 0.742], [3.554, -0.322, 0.592], [1.912, -0.665, -1.710], [1.526, -1.813, -1.832], [2.764, -0.117, -2.639], [3.956, -0.834, -3.074], [5.080, -0.171, -2.273], [4.515, 1.217, -1.962], [3.149, 1.217, -2.438], [-2.181, 0.647, 0.369], [-2.828, 0.720, 1.779], [-3.915, 1.612, 1.188], [-3.088, 1.829, -0.075], [-5.405, 1.339, 1.233], [-4.816, 2.543, 1.871], [-4.859, 3.225, 3.179], [-5.041, 4.002, 1.880], [-0.372, -0.817, -0.755], [1.734, 1.205, -0.599], [1.788, 0.134, 1.606], [1.839, -1.479, 0.834], [3.975, -0.682, 1.378], [3.820, -1.891, -2.865], [4.086, -0.693, -4.146], [5.260, -0.719, -1.351], [6.005, -0.124, -2.845], [4.520, 1.423, -0.893], [5.017, 2.019, -2.501], [-2.440, -0.276, -0.150], [-3.140, -0.226, 2.221], [-2.184, 1.263, 2.472], [-2.537, 2.771, -0.049], [-3.593, 1.720, -1.034], [-5.966, 1.467, 0.315], [-5.747, 0.534, 1.874], [-5.730, 3.088, 3.805], [-3.927, 3.361, 3.714], [-4.228, 4.645, 1.566], [-6.032, 4.372, 1.655]], "lowdin_charge": [0.0675, -0.4494, 0.1215, -0.1991, -0.1739, -0.0476, -0.3783, 0.0894, -0.0309, -0.1047, -0.1240, -0.1484, -0.0816, -0.1806, -0.0391, -0.3413, -0.0364, 0.0100, -0.3791, -0.0634, -0.0630, 0.1403, 0.1515, 0.1275, 0.1301, 0.0985, 0.1254, 0.1238, 0.0999, 0.1100, 0.1053, 0.1192, 0.1406, 0.1145, 0.1190, 0.1204, 0.1153, 0.1066, 0.1064, 0.0989, 0.0999, 0.1002, 0.0991]}



{"formula": "C15H22N4OS", "method": "ωB97M-V/def2-TZVPD", "smiles": "C=CC/N=C1\\NN=C(c2cc(C)n(CCOC)c2C)CS1", "de_lowest_kcal_mol": 28.98, "homo_lumo_gap_ha": 0.300, "elements": ["C", "C", "C", "N", "C", "N", "N", "C", "C", "C", "N", "C", "C", "H", "C", "H", "H", "H", "C", "H", "H", "C", "O", "C", "H", "H", "H", "H", "H", "C", "H", "H", "H", "C", "H", "H", "S", "H", "H", "H", "H", "H", "H"], "xyz": [[-5.406, 2.651, -0.408], [-5.570, 2.929, 0.872], [-4.610, 3.702, 1.736], [-3.355, 4.053, 1.128], [-2.486, 3.183, 0.829], [-2.580, 1.823, 1.015], [-1.791, 0.860, 0.468], [-0.550, 1.085, 0.251], [0.212, 0.049, -0.409], [1.570, -0.215, -0.349], [1.825, -1.275, -1.171], [0.653, -1.704, -1.747], [-0.357, -0.910, -1.290], [-1.394, -0.968, -1.548], [0.596, -2.825, -2.725], [0.989, -3.750, -2.303], [1.167, -2.593, -3.626], [-0.438, -2.989, -3.012], [3.104, -1.892, -1.388], [3.895, -1.155, -1.245], [3.146, -2.257, -2.417], [3.364, -3.068, -0.437], [3.802, -2.571, 0.806], [3.988, -3.575, 1.769], [3.051, -4.108, 1.972], [4.744, -4.301, 1.446], [4.326, -3.078, 2.676], [2.442, -3.654, -0.303], [4.133, -3.730, -0.866], [2.644, 0.406, 0.474], [3.238, 1.111, -0.112], [2.211, 0.938, 1.315], [3.307, -0.365, 0.862], [0.089, 2.399, 0.600], [1.030, 2.555, 0.083], [0.226, 2.503, 1.680], [-1.009, 3.768, 0.060], [-3.522, 1.479, 1.164], [-5.087, 4.653, 2.005], [-4.452, 3.142, 2.672], [-6.467, 2.617, 1.393], [-6.145, 2.107, -0.970], [-4.530, 2.969, -0.950]], "lowdin_charge": [0.0032, -0.1866, -0.2589, -0.0078, -0.7056, 0.0061, 0.0908, -0.3097, -0.1436, -0.2057, -0.0249, -0.2803, 0.0147, 0.1073, -0.0299, 0.0723, 0.0799, 0.0821, -0.0944, 0.1324, 0.1236, -0.2004, -0.2061, -0.1049, 0.0921, 0.0894, 0.0909, 0.1272, 0.1286, -0.0124, 0.0905, 0.0758, 0.0650, -0.3915, 0.0684, 0.0893, 0.9786, 0.1228, 0.1104, 0.1162, 0.0935, 0.0524, 0.0592]}



{"formula": "C15H23ClF7O7PS", "method": "ωB97M-V/def2-TZVPD", "homo_lumo_gap_ha": 0.409, "elements": ["C", "C", "O", "P", "O", "C", "C", "C", "C", "O", "S", "O", "O", "C", "C", "C", "O", "C", "F", "F", "F", "C", "F", "F", "C", "F", "F", "C", "Cl", "O", "C", "C", "H", "H", "H", "H", "H", "H", "H", "H", "H", "H", "H", "H", "H", "H", "H", "H", "H", "H", "H", "H", "H", "H", "H"], "xyz": [[-0.868, 1.607, -4.536], [-0.125, 0.266, -4.575], [-1.044, -0.842, -4.500], [-1.159, -1.691, -3.151], [-2.042, -2.863, -3.285], [-1.720, -0.515, -1.912], [-2.033, -1.198, -0.562], [-1.109, -0.886, 0.631], [0.362, -1.241, 0.422], [1.111, -0.383, -0.456], [1.103, 1.215, -0.197], [2.466, 1.619, -0.441], [0.983, 1.150, 1.462], [-0.320, 1.171, 2.084], [-0.203, 0.352, 3.380], [1.062, 0.611, 4.205], [2.185, -0.066, 3.679], [0.856, 0.078, 5.618], [0.449, -1.197, 5.628], [1.956, 0.154, 6.346], [-0.090, 0.791, 6.250], [-0.682, 2.683, 2.397], [-1.119, 2.806, 3.676], [-1.693, 3.118, 1.595], [0.403, 3.773, 2.242], [0.759, 3.891, 0.943], [1.511, 3.472, 2.959], [-1.395, 0.544, 1.157], [-2.960, 0.518, 2.038], [0.347, -2.002, -2.743], [0.995, -3.115, -3.415], [2.426, -3.187, -2.923], [-1.944, 1.424, -4.485], [-0.576, 2.203, -3.669], [-0.673, 2.197, -5.433], [0.610, 0.204, -3.769], [0.423, 0.147, -5.513], [-1.055, 0.347, -1.815], [-2.643, -0.140, -2.369], [-2.083, -2.280, -0.707], [-3.038, -0.893, -0.255], [-1.432, -1.573, 1.424], [0.413, -2.231, -0.041], [0.894, -1.297, 1.374], [-1.087, 0.522, 3.992], [-0.188, -0.711, 3.130], [1.254, 1.678, 4.328], [2.552, 0.463, 2.961], [-0.010, 4.722, 2.594], [-1.598, 1.206, 0.313], [0.440, -4.026, -3.180], [0.962, -2.941, -4.494], [2.459, -3.230, -1.832], [2.898, -4.095, -3.312], [3.011, -2.329, -3.259]], "lowdin_charge": [-0.0631, -0.2533, -0.2060, 0.4637, -0.2449, -0.1872, -0.1752, -0.3126, -0.1566, -0.3102, 0.9577, -0.3410, -0.2766, -0.3709, -0.0564, -0.2515, 0.0284, -0.6096, 0.1608, 0.1786, 0.1492, -0.3859, 0.1150, 0.0838, -0.2748, 0.0810, 0.0974, -0.5452, 0.7656, -0.2366, -0.2455, -0.0660, 0.0798, 0.0685, 0.0733, 0.1048, 0.1197, 0.0695, 0.1087, 0.1166, 0.0957, 0.1390, 0.1362, 0.1206, 0.1134, 0.1330, 0.1527, 0.1038, 0.1772, 0.0981, 0.1180, 0.1214, 0.0759, 0.0812, 0.0806]}



{"formula": "C15H23ClN4O4S", "method": "ωB97M-V/def2-TZVPD", "smiles": "CO[C@@]1(C(=O)NC[C@H](CO)NC(=O)Cc2cc(Cl)n(C)n2)CCSC1", "de_lowest_kcal_mol": 5.31, "homo_lumo_gap_ha": 0.335, "elements": ["C", "O", "C", "C", "O", "N", "C", "C", "C", "O", "N", "C", "O", "C", "C", "C", "C", "Cl", "N", "C", "N", "C", "C", "S", "C", "H", "H", "H", "H", "H", "H", "H", "H", "H", "H", "H", "H", "H", "H", "H", "H", "H", "H", "H", "H", "H", "H", "H"], "xyz": [[0.952, -2.159, -3.295], [-0.081, -2.932, -2.706], [0.232, -3.476, -1.425], [0.233, -2.362, -0.361], [0.952, -2.401, 0.620], [-0.664, -1.384, -0.614], [-0.791, -0.188, 0.190], [-0.203, 1.027, -0.532], [-0.350, 2.303, 0.284], [0.603, 2.205, 1.337], [-0.752, 1.146, -1.880], [-2.039, 1.494, -2.137], [-2.803, 1.902, -1.281], [-2.476, 1.258, -3.575], [-2.617, -0.213, -3.819], [-3.456, -1.123, -3.144], [-3.169, -2.325, -3.744], [-3.812, -3.881, -3.458], [-2.238, -2.118, -4.690], [-1.587, -3.101, -5.531], [-1.879, -0.822, -4.738], [-0.861, -4.502, -1.135], [-0.638, -5.658, -2.103], [1.172, -5.810, -2.317], [1.528, -4.275, -1.408], [0.491, -1.566, -4.084], [1.415, -1.484, -2.565], [1.725, -2.796, -3.730], [-1.183, -1.448, -1.478], [-1.846, -0.002, 0.403], [-0.262, -0.349, 1.127], [0.870, 0.860, -0.656], [-0.144, 3.166, -0.357], [-1.366, 2.396, 0.669], [0.382, 2.846, 2.017], [-0.225, 0.740, -2.636], [-3.425, 1.773, -3.712], [-1.747, 1.661, -4.280], [-4.169, -0.930, -2.362], [-2.332, -3.711, -6.039], [-1.003, -2.554, -6.265], [-0.935, -3.737, -4.932], [-0.752, -4.833, -0.101], [-1.850, -4.058, -1.257], [-1.038, -6.593, -1.718], [-1.095, -5.451, -3.069], [2.358, -3.751, -1.876], [1.798, -4.477, -0.375]], "lowdin_charge": [-0.0743, -0.1736, -0.4791, -0.4262, 0.0839, 0.1066, -0.1038, -0.2654, -0.2145, -0.0523, 0.1134, -0.4846, 0.0694, -0.0402, -0.3069, -0.0211, -0.6962, 0.7579, -0.1972, -0.0231, 0.1303, -0.1573, -0.4465, 0.8718, -0.3881, 0.0731, 0.0994, 0.0927, 0.1212, 0.1315, 0.1291, 0.1570, 0.1270, 0.1168, 0.0889, 0.1331, 0.1261, 0.1226, 0.1183, 0.0844, 0.0947, 0.0764, 0.1370, 0.1023, 0.0733, 0.0447, 0.0793, 0.0886]}